DFT (ωB97M-V with the def2-TZVPD basis set) results for a cluster of 4 separate species, C43H71ClINO2 in total.

Atoms and positions in Å:
I  -4.111983  -3.893635  -1.839644
Cl  1.905856  -0.787534  1.848858
O  1.124456  -0.409809  -4.617793
O  -0.555857  -0.060546  -0.200340
N  4.535755  -4.733763  -2.006867
C  -0.446050  -2.978144  -0.963341
C  -0.052918  -4.229540  -3.026562
C  0.439403  -4.155698  4.012399
C  3.040301  -5.979012  -3.517065
C  0.275992  -3.949098  7.126936
C  3.255396  0.671173  -2.879420
C  -5.716477  5.116210  -0.228105
C  -2.499826  -2.929232  0.596298
C  2.318306  0.860196  -0.214858
C  0.510723  -3.106363  -3.620330
C  0.303555  -0.550216  -0.885310
C  -0.685420  -5.142852  3.704602
C  1.251377  -0.725106  -3.468301
C  -4.195997  5.237369  -0.188355
C  -0.122432  -5.523288  -3.780914
C  -0.956111  -2.958475  0.450629
C  0.948312  -5.084806  6.360804
C  3.984812  1.359533  -1.921680
C  -3.322728  2.511487  1.033097
C  1.965997  -6.352713  -2.477564
C  3.517563  1.453432  -0.606763
C  3.735242  -4.666997  -3.253300
C  -3.263773  -2.361094  -0.599612
C  -1.004523  7.418359  -1.868337
C  -1.027119  6.983531  0.643530
C  1.290095  9.306908  -2.842206
C  -0.529114  -4.150049  -1.716683
C  -1.840565  2.753240  1.300273
C  1.723152  2.148881  3.385077
C  1.473699  8.125273  -1.894246
C  0.601480  -6.686857  -3.071954
C  -3.708005  2.717117  -0.430915
C  1.494150  -4.659839  4.998533
C  2.063321  0.062373  -2.504018
C  1.592638  0.153702  -1.187108
C  0.620151  -1.931330  -2.882065
C  1.816655  0.908272  1.203802
C  -0.199396  -6.429203  3.042743
C  -3.475643  4.132944  -0.960003
C  0.450585  7.010405  -2.105972
C  -1.295743  7.981908  -0.477915
C  0.147908  -1.860187  -1.562509
C  2.573324  1.828832  2.166413
H  4.429966  -4.437919  -4.059060
H  -4.125201  -1.808822  -0.245877
H  -1.230887  2.089576  0.686445
H  -1.037561  -7.089052  2.813814
H  -3.924475  3.155216  1.680685
H  -6.184678  5.940392  0.311929
H  -1.280291  7.412899  1.614275
H  0.244888  -5.913588  6.243050
H  4.884716  -3.797960  -1.829602
H  1.412095  1.216504  3.848079
H  -0.032022  -7.039870  -2.257242
H  -1.627047  6.082827  0.506819
H  0.859768  2.752619  3.120644
H  2.301055  -7.244130  -1.949851
H  1.362251  8.984159  -3.882765
H  -6.059222  4.187807  0.231017
H  1.887799  -5.583429  -1.711774
H  -1.552981  3.783699  1.080591
H  -1.399549  -4.652790  3.036145
H  0.765529  1.160034  1.245125
H  0.974076  -3.125781  7.291413
H  -0.556453  -2.121523  1.003232
H  0.941040  -3.888947  3.075957
H  -0.716497  8.893067  -0.306487
H  1.438354  8.477308  -0.859615
H  -3.908167  6.200821  -0.619482
H  -1.305529  8.154944  -2.618564
H  -3.134185  2.018636  -1.048229
H  4.110664  1.986470  0.117569
H  0.720274  -7.525028  -3.753931
H  -0.588586  -3.556065  6.589939
H  0.000593  -3.227515  4.389836
H  -1.599712  2.563298  2.348756
H  0.303225  -5.410247  -4.774885
H  2.235724  -3.868105  5.144399
H  2.473816  7.708133  -2.039083
H  -3.568475  1.483153  1.312055
H  3.032488  -3.830111  -3.205775
H  0.320551  9.787631  -2.704550
H  1.776923  -5.472785  6.958817
H  -1.640641  6.542962  -2.036136
H  -4.758419  2.442410  -0.564125
H  -3.856060  5.255693  0.850858
H  -3.791525  4.168709  -2.007609
H  0.883759  -3.114780  -4.632383
H  2.036493  -5.500030  4.555864
H  -2.674953  -1.678985  -1.200364
H  -2.402044  4.345912  -0.964561
H  3.612646  0.604067  -3.895402
H  0.321671  -6.211903  2.106911
H  -6.080699  5.139152  -1.257194
H  -1.238739  -5.383614  4.615959
H  -2.347511  8.278960  -0.441124
H  2.842418  2.734327  1.632881
H  0.704293  6.168173  -1.455687
H  3.813366  -6.746533  -3.503809
H  0.484881  -6.982193  3.687719
H  0.541145  6.635458  -3.130274
H  -0.957606  -5.037455  -1.273124
H  0.023093  6.688420  0.680162
H  -2.867962  -3.928411  0.812489
H  -1.161037  -5.818110  -3.927230
H  -0.562002  -3.846940  0.944862
H  -2.730737  -2.325023  1.469750
H  2.630781  -5.999950  -4.525481
H  3.468020  1.304154  2.489926
H  2.057310  10.063398  -2.671574
H  2.300841  2.710152  4.114575
H  4.923075  1.811886  -2.201809
H  -0.073123  -4.292788  8.101550
H  3.904464  -4.918399  -1.233383

Cartesian forces (eV/Å) of the 2 atoms listed first:
I 0.1 0.2 -0.1
Cl -0.1 -0.1 0.2

Net charge: 0
Kohn-Sham gap: 8.39 eV
Energy: -71953.0442 eV
Structure (SMILES): CC[C@H](Cl)c1cccc2c1C(=O)c1c(CCCI)cc(CCCCCN)cc1C2=O.CCCCCC.CCCCCC.CCCCCC